{"formula": "C4H8O3", "method": "ωB97M-V with the def2-TZVPD basis set", "elements": ["H", "O", "O", "O", "H", "C", "H", "H", "C", "H", "H", "C", "C", "H", "H"], "xyz": [[1.02293, 1.78448, -0.35443], [1.32347, -1.45162, 0.30559], [-0.77853, 0.30407, -1.79554], [-2.96584, -0.06743, -0.05743], [-1.31835, -0.63924, 1.00040], [-0.63399, 0.48761, -0.61157], [0.59220, 0.89199, 1.11616], [-1.76458, 1.09964, 1.17835], [-1.71409, 0.31444, 0.42303], [2.72296, 0.07742, 0.07883], [1.86904, -2.17070, -0.03306], [0.70216, 0.81174, 0.02710], [1.74259, -0.24185, -0.30281], [1.80646, -0.34047, -1.39429], [-2.60643, -0.86008, 0.41966]], "homo_ev": -9.652, "spin_multiplicity": 1, "gap_ev": 10.258, "total_energy_ev": -10418.055, "lumo_energy_ev": 0.605, "fmax_ha_per_bohr": 0.080}

---

{"formula": "C7H17BrNO2P", "method": "ωB97M-V with the def2-TZVPD basis set", "elements": ["C", "Br", "H", "C", "H", "C", "O", "N", "H", "H", "H", "H", "H", "H", "C", "H", "O", "C", "H", "H", "H", "H", "H", "C", "H", "C", "P", "H", "H"], "xyz": [[-0.43750, 2.67381, -2.17400], [-0.19634, 2.20869, 1.10200], [2.12884, 0.47067, -0.38733], [2.29716, -0.31326, 1.99035], [3.23152, -0.43434, 2.53702], [0.71345, -2.32860, 0.58224], [2.09589, -0.43708, -0.70053], [0.51217, -2.68691, -0.81617], [-2.85046, 0.06200, -0.29759], [0.47871, 2.07996, -2.20321], [-2.18342, 2.63215, -0.91689], [0.36390, -1.86165, -1.37876], [-0.19283, 3.61280, -1.68364], [1.48275, -0.49020, 2.68815], [-1.94719, 0.05350, 0.31231], [-0.18195, -0.68010, 1.76725], [-1.48092, -1.27004, 0.27633], [-0.93253, 1.03570, -0.28837], [-0.73996, 2.85146, -3.20258], [-0.29172, -3.29213, -0.90870], [-0.10556, 0.45002, -0.68821], [-2.06661, 1.26681, -2.07375], [0.85613, -3.27591, 1.10244], [-0.48707, -1.58318, 1.23892], [2.25291, 0.71889, 1.64032], [-1.51526, 1.91241, -1.38968], [2.37778, -1.49008, 0.56789], [-2.23002, 0.35473, 1.32390], [-0.95189, -2.24013, 1.98030]], "homo_ev": -8.351, "spin_multiplicity": 1, "gap_ev": 8.994, "total_energy_ev": -92450.719, "lumo_energy_ev": 0.643, "fmax_ha_per_bohr": 0.012}

---

{"formula": "C4H9N2O", "method": "ωB97M-V with the def2-TZVPD basis set", "elements": ["H", "C", "H", "H", "N", "C", "H", "C", "H", "H", "H", "C", "O", "H", "H", "N"], "xyz": [[1.84700, -1.56914, -0.65830], [-1.57701, 0.56664, 0.89392], [-2.52260, 0.76205, 1.45173], [-1.76136, 1.98569, -0.51658], [-1.56236, 0.99477, -0.38588], [0.02246, 0.75985, -0.80183], [-0.10756, 0.11535, -1.75357], [-0.42853, 0.07156, 1.33039], [0.83985, -2.07386, 0.85667], [1.39023, 0.29324, 0.81809], [-0.02189, -1.92132, -0.55497], [0.85373, -1.45026, -0.13149], [0.68524, 1.89285, -0.80909], [-0.16147, -0.21403, 2.33891], [0.55545, 2.44017, -1.55834], [0.57254, -0.05172, 0.29464]], "homo_ev": -13.438, "spin_multiplicity": 1, "gap_ev": 10.464, "total_charge": 1, "total_energy_ev": -9312.834, "lumo_energy_ev": -2.974, "fmax_ha_per_bohr": 0.088}

---

{"formula": "C5H10O2", "method": "ωB97M-V with the def2-TZVPD basis set", "elements": ["H", "C", "H", "C", "C", "H", "H", "H", "H", "C", "H", "H", "C", "O", "H", "O", "H"], "xyz": [[1.36288, -0.11837, -1.10020], [-1.18828, -0.01845, 0.88639], [2.90702, 0.45911, 0.85460], [-1.14738, 1.11256, 0.12644], [2.37251, -0.64526, -0.91627], [0.34407, 2.02694, 1.11701], [-2.89807, -1.30683, 0.67949], [-1.79769, -1.33928, -0.68244], [-1.49345, -2.20140, 0.77944], [2.10110, -0.22091, 0.47770], [-0.54700, 0.02337, 1.78091], [-1.57162, 2.13428, -1.44573], [-1.86704, -1.30697, 0.48716], [-1.78279, 1.27889, -1.03704], [3.29282, -0.41316, -1.59571], [-0.41924, 2.24129, 0.48291], [2.33214, -1.70581, -0.89466]], "homo_ev": [-7.857, -8.138], "spin_multiplicity": 3, "gap_ev": [8.608, 7.347], "total_energy_ev": -9435.496, "lumo_energy_ev": [0.751, -0.791], "fmax_ha_per_bohr": 0.103}

---

{"formula": "C31H30BrCsN4O7", "method": "ωB97M-V with the def2-TZVPD basis set", "elements": ["Br", "H", "O", "C", "C", "H", "C", "H", "C", "C", "H", "C", "C", "C", "C", "O", "H", "H", "N", "H", "C", "C", "O", "O", "C", "C", "C", "C", "H", "H", "N", "H", "H", "C", "C", "C", "H", "C", "H", "C", "H", "C", "H", "C", "C", "H", "H", "H", "C", "C", "H", "H", "N", "N", "H", "H", "O", "H", "H", "C", "H", "O", "H", "Cs", "C", "C", "C", "C", "H", "O", "C", "H", "H", "H"], "xyz": [[1.48913, 5.72142, 1.73029], [1.07231, 0.33554, 3.37790], [-3.85443, -2.04680, 2.20109], [-1.57554, 2.69914, -0.33221], [2.88522, 3.45736, 0.67826], [-5.59859, -3.88809, -2.07676], [-0.42715, 0.73651, -1.40431], [3.47069, 0.65921, 2.91664], [-3.66432, -3.28531, -2.89595], [-3.37464, -6.56324, -0.12620], [-3.75194, -7.52704, 0.24189], [0.80812, -1.03607, 1.73838], [-4.44917, -5.50237, 0.03048], [2.88313, 0.01493, 2.27922], [4.67250, 2.26490, 1.80627], [-2.49658, -3.71155, -3.09995], [-3.12065, 2.43929, 1.11700], [-1.29433, 6.70635, 0.24775], [1.36469, -1.72983, 0.76510], [0.35283, 0.43952, -2.12592], [-2.46685, 1.82203, 0.50086], [4.89077, -0.54643, 0.83977], [2.47114, -3.25551, -1.16674], [-4.15570, -2.19972, -3.25724], [2.77306, 4.31415, 1.75767], [0.03649, 4.43641, -1.81280], [3.59353, 4.17129, 2.86718], [-0.90949, 4.95774, -0.94019], [-5.40507, -3.00665, 0.43776], [0.86355, 1.96473, -3.71678], [5.77172, 1.40532, 1.88515], [-3.07596, 1.16184, -0.11551], [1.78565, 3.42466, -3.35961], [-4.54740, -4.21665, -2.02541], [1.27233, 2.57487, -2.91045], [4.63825, -2.42940, -0.73436], [5.21479, 3.04987, 3.71314], [3.82079, 2.43163, 0.70512], [2.02129, 1.97085, -2.39484], [3.48707, -0.65034, 1.19736], [-0.25437, -1.19477, 1.90229], [-1.69755, 4.07877, -0.21226], [-1.91421, 6.80100, -1.40025], [-1.08150, 6.44348, -0.78910], [4.53838, 3.16533, 2.87531], [6.47221, -1.49878, -0.19851], [2.22946, 3.57653, -0.17458], [-5.41643, -5.88638, -0.33870], [0.19932, 3.06734, -1.96764], [2.66499, -1.56539, 0.49986], [0.67683, 5.11200, -2.37033], [3.49856, 4.84776, 3.70635], [-4.07348, -4.27475, -0.64619], [5.86828, 0.28018, 1.28744], [-4.57040, -5.29959, 1.09825], [3.88895, 1.75972, -0.13947], [-2.20392, -6.24021, 0.59085], [-4.47029, -5.22297, -2.44379], [-1.88998, 1.16253, 1.14823], [-0.61435, 2.19297, -1.22740], [-3.14267, -6.68277, -1.19352], [-2.39303, -3.57585, 1.44012], [-4.16798, -2.21024, -0.51368], [-1.12480, -3.13790, -0.92970], [-3.46211, -2.89574, 1.38930], [5.39791, -1.53303, -0.05197], [-4.35047, -3.07915, 0.12707], [1.54732, -0.17283, 2.54844], [-0.18236, 6.97641, -1.09819], [-1.04865, -0.11953, -0.82341], [3.20850, -2.48691, -0.55278], [-2.25628, -5.29531, 0.86275], [5.08040, -3.13204, -1.42944], [-2.42748, 4.47554, 0.48559]], "homo_ev": -2.276, "spin_multiplicity": 1, "gap_ev": 5.822, "total_charge": -2, "total_energy_ev": -123519.817, "lumo_energy_ev": 3.546, "fmax_ha_per_bohr": 0.026}